No. 1
ORCA calculation (ωB97M-V with the def2-TZVPD basis set) on a 2-piece molecular cluster, C4H10NO3 overall.

Last column: Löwdin charge in e.
Element x y z (Å)
C: -0.385432 0.708934 0.324744  -0.2617
C: -1.600592 1.385847 -0.408428  -0.1508
C: -1.118035 2.609695 -1.100914  -0.3043
O: -1.391706 3.743124 -0.774304  0.0155
N: -0.363267 -0.716703 0.140853  -0.0761
C: 0.695732 -1.238813 -0.799116  -0.5011
O: 1.743857 -1.793420 -0.179418  -0.3006
H: -0.509905 0.964725 1.380957  0.1080
H: 0.543021 1.161510 -0.059613  0.1029
H: -2.272158 1.694916 0.380526  0.0973
H: -2.024783 0.647754 -1.091974  0.1127
H: -0.405457 2.444489 -1.932670  0.1208
H: -0.174856 -1.187118 1.021401  0.0836
H: 0.161819 -1.953501 -1.454820  0.0757
H: 0.991079 -0.348965 -1.399018  0.0804
H: 1.771355 -2.484024 2.670080  -0.0105
H: 2.070994 -2.578952 1.205458  -0.0293
O: 2.268329 -3.059506 2.076259  -0.1626

Force components x, y, z for each atom (eV/Å):
C -0.20 0.02 -0.31
C 0.71 -0.01 0.48
C -0.10 0.21 -0.03
O 0.01 -0.05 -0.08
N -0.16 -0.25 0.22
C 0.34 -0.36 0.50
O -0.02 0.19 0.03
H 0.29 0.03 -0.06
H 0.05 0.01 0.26
H -0.69 -0.02 -0.19
H -0.03 0.16 0.04
H 0.01 -0.07 -0.05
H 0.05 0.08 -0.18
H -0.02 0.03 -0.24
H -0.18 0.07 -0.32
H 0.17 -0.22 0.17
H 0.09 -0.34 -0.15
O -0.33 0.53 -0.08

Output
Net charge   -1
E_HOMO   -3.49 eV
Energy relative to the best compared isomer or geometry (same formula, charge and spin)   271.0 kJ/mol
Electronic energy   -11942.5876 eV


No. 2
ORCA calculation (ωB97M-V with the def2-TZVPD basis set) on a 2-piece molecular cluster, C4H10NO3 overall.

Last column: Löwdin charge in e.
Element x y z (Å)
C: 1.627396 -0.845211 -0.320428  -0.0651
C: 0.118986 -1.073033 -0.391794  -0.4316
C: -0.318097 -2.248641 -1.322410  -0.0640
N: -0.580594 0.116360 -0.890137  0.0491
C: -0.339106 1.373907 -0.278408  -0.7607
O: -0.283944 2.338849 -1.055185  -0.0489
O: -0.234291 1.388493 0.982195  -0.0570
H: 1.754637 0.044460 0.300293  0.0693
H: 2.010172 -0.533446 -1.294828  0.0776
H: 2.129441 -1.708606 0.110211  0.0679
H: -0.281021 -1.364250 0.569593  0.1038
H: -0.543106 -1.891192 -2.324246  0.0589
H: 0.534516 -2.924091 -1.446841  0.0588
H: -1.131946 -2.771165 -0.838375  0.0619
H: -0.431779 0.212885 -1.883962  0.0993
H: 0.543072 -0.451831 2.995608  -0.0149
H: -0.353736 0.403353 1.996938  -0.0119
O: -0.381737 -0.358494 2.755170  -0.1925

Force components x, y, z for each atom (eV/Å):
C -0.70 0.60 0.14
C -0.76 -0.45 -1.08
C 1.40 0.48 0.43
N 0.18 -0.54 0.26
C -0.19 0.19 -0.18
O 0.01 0.22 0.08
O 0.16 0.52 -0.16
H 0.25 -0.23 0.30
H 0.16 -0.48 -0.16
H 0.30 0.01 -0.11
H 0.21 0.47 0.49
H -0.39 -0.01 -0.04
H -0.15 -0.25 0.13
H -0.36 -0.16 -0.37
H -0.05 0.14 -0.07
H 0.04 -0.02 0.06
H -0.12 -1.19 0.86
O 0.02 0.72 -0.55

Output
Net charge   -1
E_HOMO   -4.65 eV
Energy relative to the best compared isomer or geometry (same formula, charge and spin)   30.4 kJ/mol
Electronic energy   -11945.0820 eV


No. 3
ORCA calculation (ωB97M-V with the def2-TZVPD basis set) on a 2-piece molecular cluster, C4H10NO3 overall.

Last column: Löwdin charge in e.
Element x y z (Å)
C: -1.738231 -1.026390 -0.972203  -0.1173
C: 3.533156 -0.206843 0.722470  -0.0509
C: -0.793893 0.099270 -0.933046  -0.2410
C: 2.482347 -0.374301 -0.398276  -0.7758
N: -0.301816 0.160676 0.527648  -0.0740
O: -0.115762 -1.138209 1.154797  -0.1550
O: 2.258602 0.609932 -1.098781  -0.0623
O: 1.846679 -1.482909 -0.429758  -0.1219
H: -1.320345 -1.809790 -0.477831  0.0317
H: -2.636399 -0.652146 -0.506474  0.0729
H: -2.085780 -1.388137 -1.893267  0.0525
H: 3.107127 0.461778 1.446326  0.0420
H: 3.759585 -1.254032 1.095796  0.0722
H: 4.561811 0.264279 0.434908  0.0825
H: 0.084809 -0.127074 -1.606208  0.1003
H: -1.158686 1.069011 -1.116761  0.0827
H: 0.554392 0.610836 0.694655  0.0473
H: 0.461454 -1.616304 0.543230  0.0141

Force components x, y, z for each atom (eV/Å):
C -2.21 2.18 -0.40
C 2.20 -1.35 -0.66
C 4.03 -1.34 0.98
C -0.25 -0.93 0.31
N -2.37 -1.15 0.04
O -1.12 1.01 0.07
O 0.13 0.90 -0.76
O 1.13 0.34 -0.25
H 0.76 -2.23 1.56
H -0.57 -0.45 0.80
H 0.02 -0.13 -1.87
H -0.21 0.03 0.73
H -0.33 1.41 0.14
H -1.93 -0.69 0.01
H -0.78 0.52 0.65
H -0.72 1.10 -0.41
H 1.26 0.73 -0.67
H 0.95 0.04 -0.25

Output
Net charge   -1
E_HOMO   -4.37 eV
Energy relative to the best compared isomer or geometry (same formula, charge and spin)   315.6 kJ/mol
Electronic energy   -11942.1262 eV


No. 4
ORCA calculation (ωB97M-V with the def2-TZVPD basis set) on a 2-piece molecular cluster, C4H10NO4 overall.

Last column: Löwdin charge in e.
Element x y z (Å)
C: -0.046252 -1.615604 -0.944670  -0.2749
C: -1.413434 -1.070146 -0.503493  -0.1731
C: -1.872848 0.149340 -1.317173  -0.2182
O: -1.642982 1.387336 -0.535679  -0.1042
N: 1.072015 -0.742365 -1.113849  0.0201
C: 1.518558 0.056547 0.031440  -0.7700
O: 2.077431 1.128195 -0.224943  -0.0473
O: 1.213921 -0.439762 1.149793  -0.0762
H: -0.220672 -2.334702 -1.764583  0.1040
H: 0.235231 -2.313411 -0.142694  0.1050
H: -1.240295 -0.692064 0.507919  0.0959
H: -2.217453 -1.799344 -0.394170  0.1010
H: -1.286541 0.337018 -2.219680  0.1014
H: -2.936574 0.187074 -1.553299  0.0985
H: -0.722764 1.296495 -0.314885  0.0371
H: 1.148214 -0.270771 -2.009425  0.1039
H: 0.176663 0.570850 2.326199  -0.0101
H: -1.066893 1.269186 2.858653  0.0238
O: -0.225355 0.876872 3.176011  -0.1168

Force components x, y, z for each atom (eV/Å):
C -0.51 -2.38 0.78
C 0.24 1.45 -0.01
C 0.29 1.49 0.96
O -0.90 -1.01 -0.68
N -0.04 0.67 -0.30
C -0.78 -0.41 -0.05
O 0.22 0.06 -0.30
O -0.04 0.14 -0.25
H 0.46 0.67 -0.44
H 0.01 0.19 0.03
H -0.18 0.03 0.05
H 0.28 -0.39 -0.36
H -0.12 -0.63 -0.29
H 0.04 -0.26 -0.03
H 0.90 0.41 0.39
H -0.02 0.09 0.43
H 0.48 -0.25 0.50
H 0.72 -0.29 0.44
O -1.03 0.41 -0.89

Output
Net charge   -1
E_HOMO   -4.87 eV
Energy relative to the best compared isomer or geometry (same formula, charge and spin)   29.5 kJ/mol
Electronic energy   -13992.2216 eV